No. 1
The following is a DFT calculation (ωB97M-V/def2-TZVPD) of 3 unconnected molecules or ions with the total composition C31H49N6O5.

Geometry as XYZ:
```
91
Properties=species:S:1:pos:R:3:forces:R:3
C -5.930204 2.899034 5.668544 -0.09 -0.04 0.05
C -5.381534 1.551577 5.134074 -0.23 1.01 0.26
C -4.654675 1.758946 3.796254 -0.06 -0.66 0.12
C -3.588979 0.705926 3.557485 -0.25 -0.18 0.46
O -2.539231 1.254913 2.690175 -0.30 0.04 -0.59
N -1.929679 0.265707 1.986812 0.24 -0.71 0.42
C -0.873371 -0.359845 2.430003 0.26 0.69 -0.11
N -0.388074 -0.014921 3.670534 0.47 0.19 -0.62
C 0.447108 0.897080 3.678495 -0.08 0.11 -0.14
O 1.212097 1.747466 3.649488 0.02 -0.13 0.40
C -0.384316 -1.447059 1.477686 -0.50 -0.26 0.95
C -0.057187 -2.639671 2.438332 0.06 0.55 0.10
C 1.308239 -2.575141 3.143914 0.32 -0.12 -0.58
C 2.453959 -3.284753 2.412385 0.00 0.05 0.60
C 0.767892 -1.070485 0.540997 0.35 -0.38 -0.35
C 1.047719 -2.234196 -0.447971 -0.16 0.75 -0.34
C 0.545957 -1.956990 -1.888556 0.15 -1.14 -0.12
C 1.685626 -2.078944 -2.909443 -0.48 0.41 0.10
N 2.373133 -0.783999 -2.998986 0.20 -0.72 -0.20
C 1.686132 0.131993 -3.941106 -0.05 0.33 0.86
C 3.761216 -0.966042 -3.356479 0.00 0.02 0.05
C 4.740221 -0.142528 -2.556823 -0.82 0.16 -0.33
O 4.101557 -1.748562 -4.203639 0.05 -0.16 0.12
C -1.717546 -1.623835 0.698120 0.82 0.18 -0.31
C -2.314120 -0.228407 0.665280 -1.37 -0.40 -0.60
C -3.809866 -0.292981 0.302569 -0.16 -0.29 0.63
O -3.926164 -0.954107 -0.923562 -0.10 0.38 0.14
C -4.202878 -0.105287 -2.038942 0.16 0.15 -0.85
C -4.380069 -0.972053 -3.275879 0.44 0.38 0.42
O -1.646888 0.571889 -0.346528 0.37 -0.03 -0.01
C -1.981670 1.822854 -0.313953 -0.31 -0.02 0.29
N -2.349955 2.905724 -0.185571 0.15 0.11 -0.28
H -5.699387 3.037642 6.722402 -0.01 -0.06 0.05
H -5.511397 3.753047 5.139152 0.07 0.01 -0.03
H -7.011466 2.966426 5.569304 -0.04 -0.01 -0.04
H -6.243029 0.898273 5.019742 0.22 -0.39 -0.05
H -4.721794 1.140957 5.897507 0.11 -0.20 -0.13
H -5.400379 1.651452 3.009683 0.10 0.47 -0.25
H -4.205343 2.748509 3.764811 0.06 0.04 -0.08
H -3.107873 0.388154 4.483100 0.09 0.10 0.03
H -4.032756 -0.175442 3.095644 0.17 -0.05 -0.16
H -0.167357 -3.584692 1.910915 -0.10 -0.05 -0.04
H -0.814969 -2.585212 3.224305 -0.21 -0.40 -0.09
H 1.213852 -3.020764 4.132362 -0.11 0.00 0.04
H 1.620287 -1.543235 3.297392 -0.10 0.09 0.14
H 2.180454 -4.310913 2.171989 0.04 -0.02 -0.19
H 3.303498 -3.324205 3.093778 0.08 -0.10 -0.03
H 2.802026 -2.756184 1.531353 -0.14 -0.07 -0.18
H 0.541197 -0.207747 -0.078129 -0.12 0.22 0.26
H 1.681355 -0.836616 1.084025 -0.07 0.02 0.28
H 0.610413 -3.171420 -0.110804 0.09 -0.04 0.20
H 2.123109 -2.384664 -0.495619 0.06 -0.03 0.06
H 0.028015 -1.003976 -1.987356 0.06 0.10 0.00
H -0.167343 -2.744446 -2.151635 -0.21 0.14 0.03
H 1.297724 -2.423059 -3.872515 0.05 0.12 -0.12
H 2.371453 -2.853109 -2.570923 0.15 0.04 0.00
H 1.276963 0.976206 -3.383463 0.10 0.19 -0.13
H 2.372342 0.495752 -4.700824 -0.08 0.04 -0.14
H 0.832754 -0.358040 -4.406375 0.15 -0.18 -0.23
H 5.165760 -0.764666 -1.770618 0.25 -0.08 -0.12
H 4.186377 0.653668 -2.065507 0.21 0.23 -0.05
H 5.490847 0.228677 -3.247321 0.31 0.04 0.28
H -1.636777 -2.001209 -0.315269 0.25 -0.09 -0.03
H -2.372267 -2.292346 1.254219 -0.21 0.12 0.03
H -4.311445 0.677259 0.334323 0.19 0.17 -0.16
H -4.296893 -0.925446 1.049602 0.01 0.04 0.09
H -5.067563 0.539309 -1.863100 -0.15 -0.19 0.25
H -3.366109 0.568593 -2.247754 0.16 -0.03 0.30
H -3.588647 -1.720139 -3.258273 -0.15 -0.24 -0.06
H -4.177842 -0.344640 -4.141640 -0.32 -0.04 -0.17
H -5.362449 -1.426755 -3.332402 0.00 -0.13 -0.07
N 7.137841 -3.380797 -1.314844 -0.04 0.07 0.06
C 7.918458 -3.574950 -0.206129 -0.03 -0.01 -0.01
C 8.954985 -2.682621 -0.262457 -0.02 0.01 0.02
C 8.793330 -1.918341 -1.450636 -0.03 0.01 0.04
C 7.662972 -2.370985 -2.075479 -0.04 0.00 -0.08
H 6.310185 -3.900885 -1.538923 0.04 -0.04 -0.05
H 7.671560 -4.328862 0.521574 0.03 -0.01 0.00
H 9.743555 -2.588343 0.464907 0.01 -0.01 0.00
H 9.434355 -1.128513 -1.804266 0.01 -0.01 0.00
H 7.189533 -2.066564 -2.993697 0.03 -0.04 -0.03
N -1.758342 5.364335 -2.324755 0.03 -0.04 -0.06
C -1.579358 5.600524 -3.661120 -0.02 -0.02 0.03
C -0.966443 6.817611 -3.794929 0.02 -0.01 -0.02
C -0.764642 7.334860 -2.487049 0.02 0.00 0.02
C -1.261900 6.414706 -1.603076 -0.02 -0.03 0.01
H -2.187357 4.546966 -1.930366 0.00 0.04 0.08
H -1.902867 4.886356 -4.399095 -0.01 0.02 -0.02
H -0.692825 7.285805 -4.725392 0.00 0.00 0.00
H -0.307080 8.274348 -2.226546 0.00 0.00 0.00
H -1.305750 6.417050 -0.527512 -0.01 0.02 0.00
```
Forces are in eV/Å.

## Properties
Frontier orbital gap, eV: 5.60
Multiplicity: 1
Net charge: +1

---

No. 2
The following is a DFT calculation (ωB97M-V/def2-TZVPD) of a molecular structure, C31H50BrN5P2Tc.

Geometry as XYZ:
```
90
Properties=species:S:1:pos:R:3:forces:R:3
C -4.403158 -2.520008 -7.546458 -0.33 -0.11 0.79
C -3.204819 -1.770951 -7.560442 -0.87 -0.02 -0.89
C -2.767365 -1.499356 -8.881430 0.07 0.03 -0.07
C -3.459395 -1.971105 -10.022689 0.30 0.10 1.57
N -4.556027 -2.707165 -9.921225 -0.21 0.11 -0.53
C -5.045030 -2.959280 -8.720772 0.95 0.49 0.76
C -2.470173 -1.344582 -6.348410 -1.64 -1.15 -3.07
C -1.695970 -1.148214 -5.450847 0.79 -0.17 -1.19
C -0.606612 -1.607511 -4.699048 -1.15 1.34 1.16
C -0.712056 -1.059099 -3.405604 1.34 -0.31 2.39
C -0.089422 -1.648035 -2.267577 -0.26 -1.20 -1.10
C 0.658539 -2.921872 -2.517313 -0.04 3.74 -0.54
C 1.065279 -3.120621 -3.860461 -1.68 1.62 -0.34
C 0.379345 -2.540951 -4.990717 0.16 -0.54 1.31
Tc 0.056069 0.696730 -1.730935 -2.25 -1.94 -1.14
P -0.719932 2.572946 -0.865033 -0.84 3.59 1.04
H -1.890192 -0.916007 -9.054786 0.49 0.33 -0.01
H -4.866475 -2.782873 -6.603519 0.02 0.03 0.04
H -3.114559 -1.744809 -11.022457 0.15 0.04 0.04
H -5.968709 -3.522184 -8.684381 0.04 -0.04 0.18
H 0.541949 -2.865864 -6.038847 0.14 0.21 0.90
H -1.342817 -0.167187 -3.156040 -0.46 -0.60 -0.96
H 1.991785 -3.563536 -4.075759 0.78 -1.60 -0.03
H -0.505398 -1.140482 -1.296181 1.17 -2.20 -0.91
C 0.377492 3.172498 0.510845 0.11 -0.65 -0.19
C 0.864163 4.615094 0.440464 0.13 0.51 0.12
H 1.239917 2.485380 0.487616 -0.08 0.17 0.20
H -0.155984 2.958693 1.451596 -0.01 0.11 -0.33
H 1.355669 4.877667 1.391149 -0.19 -0.13 -0.32
H 1.608905 4.756603 -0.350132 -0.18 0.05 0.15
H 0.048547 5.326523 0.281566 0.16 -0.11 0.05
C -0.569901 3.492977 -2.527982 0.17 -0.97 -0.05
C -1.893386 3.573801 -3.318991 0.12 -0.21 0.26
H 0.110633 2.835133 -3.133054 -0.02 0.31 -0.02
H -0.036669 4.463351 -2.437815 -0.15 -0.64 0.27
H -1.704492 4.061403 -4.286210 -0.06 -0.05 0.37
H -2.258926 2.561786 -3.532722 -0.10 0.20 -0.02
H -2.662574 4.118814 -2.764974 0.14 0.01 -0.30
C -2.419912 2.892364 -0.354784 -0.83 -0.83 0.13
C -2.625263 4.345646 0.034155 0.16 0.44 0.15
H -2.652525 2.240126 0.490191 -0.04 0.20 -0.04
H -3.102827 2.571081 -1.146323 0.11 0.09 -0.10
H -3.663557 4.593638 0.237397 -0.18 -0.33 -0.06
H -2.071734 4.588051 0.929225 0.15 0.07 0.32
H -2.295629 5.024254 -0.736873 0.11 0.26 -0.34
Br 1.476546 -3.795268 -1.106181 0.34 -0.49 0.06
P 2.168438 1.002605 -2.018091 6.07 0.17 -1.06
C 2.545347 2.768790 -2.281752 -1.26 0.88 -0.43
C 3.950794 3.310282 -2.048296 0.28 0.15 -0.23
H 1.828935 3.292558 -1.611640 0.63 -0.15 -0.40
H 2.223496 3.023158 -3.318088 0.05 -0.17 0.71
H 3.845520 4.374631 -1.850082 0.06 0.09 0.10
H 4.433343 2.858406 -1.201073 0.25 -0.09 0.41
H 4.633858 3.242937 -2.901690 -0.36 -0.31 0.03
C 3.489676 0.351375 -0.893860 -0.70 0.04 1.23
C 4.771102 -0.255718 -1.506653 -0.15 0.45 0.04
H 2.949864 -0.441546 -0.339209 0.33 0.12 -0.06
H 3.736753 1.133238 -0.130154 -0.31 -0.54 -0.62
H 5.227905 -0.870705 -0.727660 0.01 0.04 -0.19
H 4.525598 -0.871349 -2.357679 0.11 -0.39 -0.11
H 5.513059 0.478053 -1.841751 -0.32 0.03 0.20
C 2.500376 0.185919 -3.658856 -0.55 -0.07 0.00
C 3.373907 0.944726 -4.656966 0.34 0.43 -0.46
H 1.502388 0.047079 -4.077312 0.01 -0.01 -0.39
H 2.878523 -0.823458 -3.495671 -0.09 0.03 0.29
H 3.167092 0.516581 -5.652935 0.20 0.15 0.38
H 3.105214 2.006962 -4.718115 0.08 -0.32 -0.13
H 4.467339 0.898179 -4.485117 -0.68 -0.18 0.16
C -2.112005 -1.423543 0.123310 -0.24 -0.62 0.40
N -0.909976 -0.765489 0.739325 -0.24 -0.12 -0.30
C -0.099617 -1.824731 1.390944 1.31 -0.41 0.13
N -0.875982 -2.540979 2.429705 -2.87 2.97 -2.24
C -2.092525 -3.134126 1.757601 -0.26 -1.24 0.19
N -2.954553 -2.079295 1.124652 2.16 0.81 0.82
C -3.328098 -1.051829 2.127913 0.02 -0.36 0.74
N -2.137207 -0.436857 2.811675 0.37 -2.03 -1.26
C -1.288420 0.172535 1.812804 0.11 0.38 0.24
C -1.371559 -1.564833 3.438141 0.45 0.16 1.77
H -1.767379 -2.196967 -0.576390 -0.23 0.24 0.23
H -2.701455 -0.689033 -0.417477 -0.11 0.22 -0.07
H 0.764420 -1.346087 1.880109 -0.23 -0.26 -0.22
H 0.236856 -2.532604 0.618286 -0.11 0.17 0.48
H -2.657636 -3.647302 2.526628 -0.14 -0.16 -0.01
H -1.754759 -3.836938 0.985220 -0.18 0.15 0.24
H -3.897498 -0.262636 1.630931 0.02 -0.07 0.04
H -3.955314 -1.513898 2.900720 0.11 0.15 -0.24
H -0.359876 0.531141 2.273950 -0.24 0.01 0.00
H -1.814196 1.010841 1.382570 -0.11 0.10 -0.02
H -2.043368 -2.096187 4.108745 0.13 0.04 0.15
H -0.522607 -1.143215 3.998686 -0.28 -0.22 -0.18
```
Forces are in eV/Å.

## Properties
Frontier orbital gap (spin up / spin down), eV: 2.18 / 1.75
Multiplicity: 4
Expectation value of S²: 3.79
Net charge: +4

---

Q: Which calculated total energy values were calculated for the entries above? A: -52108.7753; -131176.8583, in eV.
Q: Which max |F| values were calculated for the entries above? A: 1.5; 6.2, in eV/Å.